A:
{
  "formula": "C5H34N2O12",
  "method": "ωB97M-V/def2-TZVPD",
  "symbols": ["C", "C", "N", "C", "O", "N", "C", "C", "H", "H", "H", "H", "H", "H", "H", "H", "H", "H", "H", "H", "O", "H", "H", "O", "H", "H", "O", "H", "H", "O", "H", "H", "O", "H", "H", "O", "H", "H", "O", "H", "H", "O", "H", "H", "O", "H", "H", "O", "H", "H", "O", "H", "H"],
  "positions_angstrom": [[1.714, -3.666, 0.591], [0.599, -3.718, -0.346], [0.983, -3.813, -1.761], [-0.249, -2.462, -0.061], [-0.292, -1.565, -0.895], [-0.858, -2.290, 1.172], [-0.258, -2.642, 2.456], [-1.774, -1.239, 1.279], [1.894, -2.604, 1.046], [1.646, -4.429, 1.405], [2.697, -3.797, 0.061], [0.082, -4.693, -0.121], [1.894, -3.446, -1.836], [0.344, -3.398, -2.293], [-1.109, -2.669, 3.146], [0.172, -3.725, 2.382], [0.416, -1.928, 2.901], [-2.399, -1.172, 0.334], [-1.381, -0.312, 1.694], [-2.463, -1.434, 2.179], [0.144, 1.600, -4.233], [0.249, 1.227, -5.059], [-0.173, 0.939, -3.723], [0.571, 1.542, -0.031], [-0.244, 0.991, -0.143], [1.433, 1.145, -0.016], [-1.855, 4.681, -0.349], [-1.222, 4.825, -1.106], [-1.745, 3.784, -0.123], [4.464, 0.330, 0.404], [4.069, -0.075, -0.371], [4.449, -0.145, 1.172], [-3.961, 0.186, -0.707], [-4.492, 0.408, 0.093], [-4.059, 0.904, -1.280], [2.848, -0.001, 2.932], [2.058, 0.418, 2.940], [3.484, 0.652, 3.027], [-1.435, -0.336, -2.739], [-1.326, 0.292, -1.931], [-1.065, -1.178, -2.410], [-0.005, 3.485, 1.375], [0.485, 3.360, 0.642], [0.033, 4.456, 1.443], [0.127, 3.980, -2.062], [0.345, 3.477, -1.207], [0.518, 3.261, -2.665], [-1.913, 2.315, -1.764], [-1.284, 2.763, -2.232], [-2.827, 2.715, -1.851], [0.394, 0.986, 3.263], [0.010, 0.228, 2.665], [0.265, 1.787, 2.714]],
  "smiles": "C[C@H](N)C(=O)N(C)C.O.O.O.O.O.O.O.O.O.O.O",
  "molar_mass_g_mol": 314.33,
  "homo_energy_ev": -9.92,
  "gap_ha": 0.369
}


B:
{
  "formula": "C5H34N2O12",
  "method": "ωB97M-V/def2-TZVPD",
  "symbols": ["C", "C", "C", "N", "N", "C", "C", "O", "H", "H", "H", "H", "H", "H", "H", "H", "H", "H", "H", "H", "O", "H", "H", "O", "H", "H", "O", "H", "H", "O", "H", "H", "O", "H", "H", "O", "H", "H", "O", "H", "H", "O", "H", "H", "O", "H", "H", "O", "H", "H", "O", "H", "H"],
  "positions_angstrom": [[-0.453, 3.595, -0.235], [-0.111, 2.050, -0.669], [-0.037, 1.140, 0.593], [1.372, 0.745, 0.835], [-0.992, 1.319, -1.540], [-0.528, 1.050, -2.856], [-2.396, 1.634, -1.498], [-3.107, 1.016, -2.264], [-0.519, 4.201, -1.165], [0.324, 3.990, 0.303], [-1.349, 3.650, 0.233], [0.892, 2.166, -1.154], [-0.443, 1.437, 1.506], [-0.670, 0.169, 0.427], [1.427, 0.442, 1.774], [1.615, -0.056, 0.262], [-0.481, 2.031, -3.461], [0.453, 0.667, -2.913], [-1.252, 0.251, -3.367], [-2.785, 2.319, -0.731], [-1.039, -1.560, 2.370], [-1.338, -1.925, 1.395], [-1.768, -1.473, 3.071], [0.540, 3.116, 3.152], [-0.210, 3.612, 2.849], [1.367, 3.622, 2.807], [1.060, -3.234, 3.379], [1.916, -2.675, 3.299], [0.422, -2.568, 3.225], [3.359, 1.723, -0.774], [3.886, 2.103, 0.057], [2.719, 1.228, -0.298], [-4.175, -1.399, -0.082], [-4.462, -0.820, -0.718], [-3.279, -1.624, 0.238], [2.704, -0.521, -3.307], [2.936, 0.216, -2.555], [3.585, -0.437, -3.561], [1.884, 0.987, 4.208], [0.998, 0.820, 3.975], [2.151, 1.814, 4.057], [-1.307, -2.157, -0.282], [-1.222, -3.180, -0.140], [-0.385, -1.869, -0.223], [-0.375, -4.184, 1.298], [-0.492, -5.032, 0.898], [0.271, -4.030, 1.943], [-0.782, -3.139, -2.875], [-1.417, -2.726, -2.217], [-1.243, -3.236, -3.790], [1.094, -1.533, -1.471], [0.889, -2.452, -1.662], [0.751, -1.282, -2.346]],
  "smiles": "C[C@@H](CN)N(C)C=O.O.O.O.O.O.O.O.O.O.O.O",
  "molar_mass_g_mol": 314.33,
  "homo_energy_ev": -9.05,
  "gap_ha": 0.336
}


C:
{
  "formula": "C5H34N2O12",
  "method": "ωB97M-V/def2-TZVPD",
  "symbols": ["C", "C", "C", "C", "O", "N", "C", "N", "H", "H", "H", "H", "H", "H", "H", "H", "H", "H", "H", "H", "O", "H", "H", "O", "H", "H", "O", "H", "H", "O", "H", "H", "O", "H", "H", "O", "H", "H", "O", "H", "H", "O", "H", "H", "O", "H", "H", "O", "H", "H", "O", "H", "H"],
  "positions_angstrom": [[-1.044, 3.276, -0.205], [-0.892, 1.771, -0.433], [-0.194, 1.536, -1.793], [1.035, 2.347, -1.851], [2.046, 2.088, -1.222], [0.153, 0.099, -1.931], [1.050, -0.184, -3.015], [1.053, -1.626, -3.235], [-1.470, 3.814, -1.065], [-0.113, 3.895, -0.127], [-1.600, 3.399, 0.748], [-1.881, 1.218, -0.398], [-0.229, 1.392, 0.401], [-0.839, 1.917, -2.595], [1.303, 3.179, -2.467], [0.540, -0.209, -1.061], [2.096, 0.160, -2.851], [0.774, 0.353, -3.921], [1.726, -2.084, -2.636], [0.230, -2.123, -3.352], [-1.179, -2.929, 0.962], [-0.962, -3.784, 1.223], [-0.293, -2.508, 0.822], [-1.896, -1.169, 2.691], [-1.385, -2.020, 2.431], [-2.258, -0.999, 1.816], [-3.908, 2.943, -1.270], [-4.584, 2.373, -1.430], [-3.038, 2.495, -1.135], [1.486, -3.893, 2.480], [1.625, -2.961, 2.351], [2.278, -4.278, 2.028], [0.934, -1.354, 0.710], [0.860, -0.881, 1.513], [1.919, -1.434, 0.723], [1.586, -0.907, 3.202], [2.184, -0.064, 3.457], [0.842, -0.733, 3.738], [-3.175, -0.210, -2.308], [-3.882, -0.861, -2.459], [-2.375, -0.504, -1.890], [-1.073, 1.181, 3.609], [-1.636, 0.364, 3.502], [-0.171, 0.845, 3.733], [3.192, 0.568, 0.477], [3.985, 1.013, 0.139], [2.484, 0.805, -0.098], [3.253, 1.036, 3.027], [2.862, 1.863, 3.172], [3.267, 0.704, 2.084], [-1.368, -3.304, -2.311], [-1.421, -3.100, -1.358], [-1.893, -2.515, -2.621]],
  "smiles": "CC[C@@H](C=O)NCN.O.O.O.O.O.O.O.O.O.O.O",
  "molar_mass_g_mol": 314.33,
  "homo_energy_ev": -9.16,
  "gap_ha": 0.339
}


Which of them is most stable, and which least? Most stable: C; least stable: B.


A:
{
  "formula": "C7H12O3",
  "method": "ωB97M-V/def2-TZVPD",
  "symbols": ["O", "C", "H", "O", "C", "C", "C", "C", "C", "C", "H", "H", "H", "H", "H", "H", "H", "H", "H", "O", "H", "H"],
  "positions_angstrom": [[3.800, 1.171, 0.767], [3.240, 0.923, 1.918], [3.884, 0.436, 2.677], [2.020, 0.922, 2.018], [-0.326, 0.359, -0.271], [-1.132, -0.064, 0.973], [-2.138, -0.545, -0.102], [-1.695, 0.693, -0.919], [-1.363, -1.682, -0.790], [0.025, -0.996, -0.905], [-0.718, -0.828, 1.647], [-1.501, 0.796, 1.546], [-3.191, -0.720, 0.141], [-2.115, 1.632, -0.539], [-1.777, 0.644, -2.014], [-1.333, -2.592, -0.176], [-1.789, -1.939, -1.769], [0.360, -0.894, -1.947], [0.816, -1.517, -0.348], [0.745, 1.449, -0.503], [3.064, 1.315, -0.019], [1.125, 1.437, -1.386]],
  "molar_mass_g_mol": 144.17,
  "homo_energy_ev": -9.85,
  "gap_ha": 0.385
}


B:
{
  "formula": "C7H12O3",
  "method": "ωB97M-V/def2-TZVPD",
  "symbols": ["O", "C", "O", "C", "C", "C", "C", "C", "C", "H", "H", "H", "H", "H", "H", "H", "H", "H", "H", "O", "H", "H"],
  "positions_angstrom": [[1.169, 1.998, 0.902], [0.500, 1.016, 1.111], [-1.351, 1.348, 1.548], [-2.012, 0.383, 0.727], [-1.057, -0.781, 0.479], [0.338, -0.194, 0.196], [0.531, 0.177, -1.259], [1.867, -0.019, -1.914], [0.714, -0.920, -2.269], [-2.937, 0.048, 1.218], [-2.242, 0.893, -0.218], [-1.033, -1.418, 1.374], [-1.403, -1.384, -0.370], [1.114, -0.917, 0.488], [-0.045, 1.045, -1.590], [2.190, 0.722, -2.646], [2.669, -0.436, -1.303], [0.739, -1.948, -1.899], [0.243, -0.800, -3.245], [0.492, 0.617, 2.917], [-0.932, 0.913, 2.764], [0.447, -0.342, 2.989]],
  "molar_mass_g_mol": 144.17,
  "homo_energy_ev": -10.09,
  "gap_ha": 0.392
}


Which of them is most stable, and which least? Most stable: A; least stable: B.


A:
{
  "formula": "C7H12O3",
  "method": "ωB97M-V/def2-TZVPD",
  "symbols": ["C", "C", "C", "C", "O", "C", "C", "C", "O", "O", "H", "H", "H", "H", "H", "H", "H", "H", "H", "H", "H", "H"],
  "positions_angstrom": [[-1.450, -1.506, 0.301], [-0.407, -0.536, -0.261], [-0.287, -0.801, -1.755], [-0.685, 0.935, 0.159], [-0.035, 2.132, -0.575], [0.074, 0.653, 1.471], [0.839, -0.467, 0.705], [2.125, 0.066, 0.114], [2.516, -0.398, -0.957], [2.513, 1.306, 0.346], [-1.614, -1.405, 1.382], [-2.426, -1.335, -0.175], [-1.128, -2.543, 0.127], [-1.267, -0.702, -2.244], [0.334, -0.091, -2.312], [0.066, -1.829, -1.921], [-1.749, 1.203, 0.222], [-0.291, 2.944, -0.127], [0.637, 1.488, 1.905], [-0.548, 0.279, 2.290], [1.071, -1.395, 1.237], [1.712, 2.000, 0.068]],
  "smiles": "CC1(C)[C@H](O)C[C@@H]1C(=O)O",
  "molar_mass_g_mol": 144.17,
  "homo_energy_ev": -9.71,
  "gap_ha": 0.374
}


B:
{
  "formula": "C7H12O3",
  "method": "ωB97M-V/def2-TZVPD",
  "symbols": ["C", "C", "C", "O", "O", "H", "H", "H", "H", "H", "H", "C", "C", "C", "C", "O", "H", "H", "H", "H", "H", "H"],
  "positions_angstrom": [[-1.525, -0.784, -1.062], [1.180, 0.005, 1.035], [2.520, -0.314, 0.717], [-2.090, 0.369, -1.644], [-2.528, -1.772, -0.994], [-3.310, -1.364, -0.599], [-1.377, 1.004, -1.794], [-0.741, -1.207, -1.699], [0.947, 0.429, 2.012], [2.917, -1.305, 0.880], [3.163, 0.371, 0.181], [0.561, 1.079, 0.013], [-0.976, -0.508, 0.310], [0.089, 2.287, 0.380], [0.110, -1.279, 0.878], [0.897, 0.911, -1.314], [1.592, 0.232, -1.354], [-1.624, 0.060, 0.966], [-0.050, 3.071, -0.350], [-0.218, 2.471, 1.399], [-0.057, -1.740, 1.848], [0.520, -2.016, 0.191]],
  "molar_mass_g_mol": 144.17,
  "homo_energy_ev": [-7.39, -8.57],
  "gap_ha": [0.254, 0.318]
}


Which of them is most stable, and which least? Most stable: A; least stable: B.